C15H20N4O3S | wB97M-V/def2-TZVPD

Summary:
total charge	0

The geometry in XYZ format:
```
43
Properties=species:S:1:pos:R:3:forces:R:3:nbo_charge:R:1
C 1.939 3.470 2.019 -0.02 -0.03 0.01 -0.63
C 0.685 3.057 1.310 -0.05 0.01 0.03 0.00
C -0.352 2.455 2.013 0.06 0.07 -0.07 -0.23
C -1.507 2.060 1.363 -0.08 0.02 0.03 -0.20
C -1.640 2.260 0.000 0.06 0.03 -0.03 -0.19
C -0.616 2.857 -0.723 0.02 0.08 -0.06 -0.01
C 0.538 3.247 -0.057 -0.08 0.00 0.06 -0.24
H 1.340 3.716 -0.613 0.09 0.06 -0.07 0.20
C -0.748 3.067 -2.208 -0.06 -0.25 0.00 -0.43
H 0.117 3.619 -2.581 -0.03 0.07 -0.01 0.20
H -1.642 3.658 -2.421 0.05 0.06 -0.08 0.23
C -0.869 1.738 -2.963 -0.16 0.17 -0.07 -0.22
N 0.249 0.862 -2.689 0.14 0.39 -0.24 -0.60
C 0.101 -0.353 -2.132 0.39 -0.07 -0.14 0.67
O -0.983 -0.819 -1.834 -0.16 -0.18 -0.03 -0.66
C 1.398 -1.127 -1.896 -0.24 -0.27 -0.20 -0.31
N 1.738 -1.247 -0.501 -0.37 -0.87 0.34 -0.65
S 1.031 -2.482 0.375 0.23 0.07 0.20 2.34
O 1.899 -2.727 1.486 -0.18 0.34 0.11 -0.92
O 0.743 -3.548 -0.539 -0.26 0.22 -0.18 -0.94
C -0.500 -1.877 1.021 0.64 -0.31 -0.15 -0.27
C -0.835 -1.167 2.145 0.32 -0.16 -0.17 -0.03
N -2.176 -0.986 2.184 -0.28 0.24 0.40 -0.47
C -2.649 -1.571 1.113 0.06 -0.18 -0.19 0.18
N -1.674 -2.138 0.380 -0.21 -0.18 0.01 -0.48
H -1.730 -2.581 -0.524 -0.08 0.13 0.00 0.46
H -3.687 -1.607 0.851 -0.20 -0.08 -0.17 0.20
H -0.193 -0.792 2.914 0.23 0.04 0.16 0.22
C 1.941 -0.038 0.253 -0.01 0.29 0.34 -0.44
H 1.033 0.570 0.332 0.02 0.01 -0.02 0.21
H 2.256 -0.343 1.248 0.11 0.26 0.08 0.24
H 2.733 0.554 -0.208 0.02 0.00 -0.01 0.20
H 1.258 -2.150 -2.253 0.01 0.25 -0.26 0.27
H 2.240 -0.667 -2.425 -0.03 -0.04 0.07 0.20
H 1.173 1.221 -2.872 0.00 -0.18 0.06 0.39
H -1.763 1.197 -2.649 0.07 0.08 -0.10 0.24
H -0.927 1.928 -4.040 -0.09 -0.05 0.10 0.20
H -2.546 1.954 -0.501 -0.13 -0.06 -0.07 0.20
H -2.301 1.585 1.919 -0.05 -0.04 0.04 0.24
H -0.254 2.298 3.077 0.01 -0.02 0.16 0.21
H 2.477 2.591 2.373 0.11 -0.02 0.06 0.22
H 2.594 4.035 1.360 0.08 0.04 0.00 0.21
H 1.701 4.085 2.885 0.06 0.05 0.07 0.22
```
Positions in Å, forces in eV/Å.



C8H14FN2OS | wB97M-V/def2-TZVPD

Summary:
total charge	+1

The geometry in XYZ format:
```
27
Properties=species:S:1:pos:R:3:forces:R:3:nbo_charge:R:1
N -0.418 2.297 -2.678 -0.53 -0.70 0.64 -0.82
C -0.906 2.757 -1.448 0.72 1.61 0.53 0.67
O -0.491 3.804 -0.957 -0.19 -1.56 -0.48 -0.56
C -1.971 1.948 -0.731 -0.27 -0.01 -0.76 -0.52
C -1.572 0.532 -0.337 -0.09 0.29 0.55 -0.41
C -0.603 0.484 0.856 0.09 0.24 -0.66 -0.06
C 0.708 1.238 0.770 0.03 -0.36 0.13 -0.53
S 1.684 0.233 -0.407 0.09 -0.12 0.40 0.40
C 0.967 -1.170 0.310 0.56 0.21 -0.30 0.25
C 1.579 -2.519 0.160 -0.77 -0.30 -0.10 -0.53
C 1.722 -3.286 1.480 0.57 0.03 -0.56 0.07
F 0.568 -3.175 2.225 -0.17 0.01 0.15 -0.36
N -0.118 -0.914 0.962 -0.56 0.58 0.53 -0.48
H 0.569 2.095 -2.655 0.30 0.61 -0.30 0.39
H -0.902 1.482 -3.033 -0.06 -0.01 0.00 0.37
H -2.316 2.520 0.121 0.04 0.14 0.18 0.25
H -2.818 1.870 -1.415 -0.15 -0.02 -0.04 0.25
H -2.472 0.026 0.005 -0.14 -0.16 -0.07 0.24
H -1.197 -0.044 -1.177 0.22 0.01 -0.17 0.21
H -1.123 0.830 1.743 -0.06 -0.38 0.32 0.25
H 0.657 2.301 0.583 -0.06 0.10 -0.49 0.30
H 1.216 1.075 1.717 0.13 0.26 0.16 0.24
H 2.527 -2.445 -0.358 0.26 0.03 0.07 0.27
H 0.919 -3.094 -0.492 -0.12 -0.03 -0.07 0.26
H 1.888 -4.332 1.247 -0.02 -0.18 0.04 0.20
H 2.577 -2.923 2.042 -0.09 0.17 0.33 0.19
H -0.676 -1.588 1.465 0.25 -0.46 -0.04 0.46
```
Positions in Å, forces in eV/Å.



C5H10F3O2P | wB97M-V/def2-TZVPD

Summary:
total charge	0

The geometry in XYZ format:
```
21
Properties=species:S:1:pos:R:3:forces:R:3:nbo_charge:R:1
O 4.465 -1.236 0.034 0.29 -0.28 0.46 -0.45
O 3.531 -0.161 0.114 -0.21 0.08 -0.47 -0.30
C 2.363 -0.593 0.802 0.42 0.41 0.14 -0.41
P 0.861 0.342 0.027 -0.01 0.00 -0.19 0.81
C -0.550 1.324 -0.768 0.13 0.06 0.57 -0.74
C -1.929 1.042 -0.193 -0.50 -0.14 -1.18 -0.48
C -2.367 -0.383 -0.374 -0.76 0.00 0.86 0.23
F -1.828 -1.108 -1.370 0.27 -0.16 0.18 -0.31
C -3.288 -0.933 0.417 0.55 0.04 -0.32 0.65
F -3.522 -2.226 0.567 -0.37 0.28 -0.31 -0.29
F -4.056 -0.182 1.203 0.39 -0.39 0.20 -0.30
H 4.530 -1.398 -0.913 -0.14 0.13 -0.22 0.46
H 2.273 -1.670 0.724 -0.13 -0.22 -0.10 0.19
H 2.487 -0.315 1.850 -0.15 -0.09 0.28 0.17
H 1.802 1.068 -0.777 -0.04 -0.13 0.01 -0.04
H 0.466 0.779 1.324 -0.08 -0.01 -0.01 -0.05
H 0.291 -0.893 -0.385 0.12 0.07 0.00 -0.03
H -0.329 2.372 -0.569 0.12 0.23 -0.03 0.22
H -0.532 1.203 -1.848 0.01 -0.18 -0.21 0.22
H -2.015 1.305 0.853 0.16 0.00 0.32 0.23
H -2.654 1.662 -0.719 -0.08 0.29 0.01 0.23
```
Positions in Å, forces in eV/Å.



Across the entries above, max |F| takes the values 1.01; 1.83; 1.29 eV/A, respectively.
Across the entries above, LUMO energy takes the values 0.4743; -4.3395; 0.7652 eV, respectively.
Across the entries above, total energy takes the values -38818.127; -27097.417; -26876.665 eV, respectively.